ORCA calculation (ωB97M-V with the def2-TZVPD basis set) on a cluster of 2 separate species, C17H20FNO5 in total.

```
44
Properties=species:S:1:pos:R:3
C -3.285 0.963 -3.179
C -2.331 0.131 -4.053
C -1.908 -1.151 -3.386
O -2.614 -1.809 -2.657
O -0.637 -1.491 -3.695
C -0.031 -2.498 -2.884
C 1.369 -2.002 -2.518
C 1.274 -0.673 -1.840
C 0.884 -0.354 -0.600
C 0.453 -1.186 0.556
C -1.060 -1.495 0.570
C -1.710 -1.359 1.955
F -0.758 -1.373 2.975
C 0.967 1.132 -0.493
O 0.632 1.825 0.423
O 1.483 1.637 -1.657
C 1.630 0.582 -2.548
O 1.963 0.745 -3.679
H -3.509 0.474 -2.235
H -4.219 1.151 -3.703
H -2.844 1.939 -2.975
H -2.836 -0.152 -4.978
H -1.450 0.702 -4.336
H -0.609 -2.666 -1.979
H 0.022 -3.440 -3.428
H 1.947 -1.884 -3.435
H 1.862 -2.735 -1.879
H 1.016 -2.121 0.527
H 0.757 -0.676 1.468
H -1.604 -0.868 -0.137
H -1.205 -2.519 0.224
H -2.390 -2.191 2.139
H -2.274 -0.429 2.031
C 1.969 2.391 3.326
C 2.825 3.022 4.215
C 2.719 2.717 5.564
N 1.837 1.851 6.058
C 1.018 1.256 5.193
C 1.043 1.490 3.826
H 2.013 2.602 2.267
H 3.562 3.736 3.872
H 3.373 3.188 6.290
H 0.307 0.557 5.619
H 0.349 0.981 3.172
```

DFT total energy: -32398.8231 eV
charge: 0
orbital gap: 8.53 eV